Density functional theory data (ωB97M-V with the def2-TZVPD basis set) for a 9-piece molecular cluster, C42H75N9 overall in a non-equilibrium geometry.

Last column: Löwdin charge in e.
CARTESIAN COORDINATES (ANGSTROEM)
N 2.64624 -1.02599 -3.06119  -0.172
N -3.00632 -3.30845 -4.36926  0.018
N -5.98859 -3.33416 -0.57988  -0.190
N -1.34080 5.91781 3.08887  -0.013
N -0.15677 1.24445 -0.21136  0.019
N 3.48266 5.78834 2.21324  -0.204
N 1.29195 -6.54667 -0.57413  -0.002
N 0.27541 4.02071 -3.06515  0.008
N 0.06169 -5.12839 5.46632  0.004
C 3.02569 3.38165 2.37349  -0.101
C 1.17185 -1.24463 -3.20279  -0.240
C 3.50874 6.73611 -0.05456  -0.086
C 1.07574 3.91404 -1.97066  -0.158
C 0.32774 4.26109 -0.87503  -0.131
C -5.23212 -3.52120 0.66107  -0.245
C -1.01219 4.43790 -1.31697  -0.094
C -7.32878 -1.45417 0.35742  -0.095
C 2.35849 -6.58087 0.27165  -0.139
C 3.75518 7.01221 2.93531  -0.253
C 0.46916 -2.92552 5.48044  -0.095
C -2.24987 -3.64403 -3.29383  -0.184
C 0.74171 -5.30654 -0.57520  -0.141
C -2.49648 4.12637 2.62578  -0.125
C 0.19142 -4.72125 4.16890  -0.155
C 0.37385 -0.28948 1.26244  -0.104
C -2.60065 5.40394 3.14087  -0.133
C -0.93075 -0.57360 0.80024  -0.102
C -2.03853 -2.55452 -2.46647  -0.108
C 0.97238 -2.37611 -4.17486  -0.087
C 0.17621 -4.02660 6.26329  -0.152
C 4.27836 0.83947 -2.72207  -0.087
C 3.21952 -2.05730 -2.20713  -0.260
C 5.20318 7.12929 3.48459  -0.085
C 4.16548 -2.99246 -2.96314  -0.084
C 2.84125 0.31067 -2.50688  -0.270
C 0.86578 0.84213 0.60608  -0.125
C 1.43178 -4.49200 0.31444  -0.099
C 3.66510 4.57228 3.02885  -0.258
C 4.14764 5.71147 0.88645  -0.218
C -1.02623 4.24477 -2.68116  -0.119
C -1.15698 3.86855 2.34299  -0.112
C -3.36222 -1.99608 -4.25391  -0.136
C -4.87599 -5.29652 -1.78638  -0.079
C -0.42959 5.04316 2.58465  -0.120
C -3.84563 -2.87952 0.70777  -0.087
C -2.73909 -1.50618 -3.13041  -0.115
C -1.22023 0.41717 -0.11310  -0.145
C -5.34144 -3.84521 -1.77784  -0.275
C 0.40182 -3.37180 4.12130  -0.101
C 2.49827 -5.30537 0.78681  -0.114
C -6.40717 -1.94416 -0.76334  -0.262
H 1.82729 1.31972 0.56994  0.090
H 4.84158 -3.62325 -2.38506  0.066
H -0.05542 1.91043 -0.95984  0.104
H 0.44441 -2.85170 3.17973  0.064
H 2.45061 6.47609 -0.15724  0.064
H 4.06617 4.71358 0.47760  0.095
H 0.63415 3.89949 -3.99445  0.144
H 0.57718 -1.93058 5.87602  0.086
H -6.11209 -3.76442 -2.55783  0.113
H 0.97099 -7.34306 -1.09079  0.144
H 1.53289 -2.23843 -5.10086  0.079
H 0.60125 5.32056 2.43843  0.087
H 4.44477 1.07161 -3.77440  0.070
H -5.88928 -3.22718 1.48003  0.100
H -4.55527 -3.18090 -2.15199  0.076
H -1.58643 -1.37185 1.09870  0.068
H 4.72522 4.37242 3.23311  0.114
H 4.80332 -2.36150 -3.58823  0.069
H 2.90566 2.56198 3.08247  0.084
H 0.00159 -4.11537 7.32371  0.103
H -1.16571 6.85505 3.41023  0.144
H -2.86058 -0.51026 -2.72994  0.084
H 0.88177 -0.99134 1.90751  0.071
H -0.07310 -2.42954 -4.49374  0.052
H -3.11336 -3.53539 0.22722  0.058
H -0.76991 2.92067 1.99874  0.082
H 1.17587 -3.49418 0.62423  0.078
H 2.13280 3.71150 -2.04663  0.108
H 3.62378 7.79517 0.15457  0.061
H -7.85688 -0.56939 -0.00945  0.067
H -5.07810 -4.58542 0.86664  0.106
H 3.52271 3.04259 1.46383  0.059
H -2.13051 0.71680 -0.61216  0.107
H 0.72217 -0.30605 -3.51679  0.107
H 2.70560 0.29012 -1.41919  0.095
H 2.43525 -2.58975 -1.66274  0.094
H 5.18402 6.00310 1.07973  0.098
H 4.52610 1.79732 -2.24096  0.058
H -8.07727 -2.22694 0.52455  0.080
H -3.73256 -1.90116 0.24258  0.058
H 5.25129 6.49396 4.37314  0.063
H -1.82378 4.58801 -0.62324  0.093
H -5.55182 -1.27268 -0.89902  0.107
H 3.15877 4.78358 3.97332  0.118
H -3.51857 -2.84236 1.75143  0.076
H -3.40754 3.58007 2.42556  0.093
H -7.05885 -1.99628 -1.63882  0.113
H -1.55370 -2.55257 -1.50730  0.083
H -4.50831 -5.49230 -2.78848  0.061
H -1.85504 -4.64795 -3.22369  0.110
H 5.42856 8.12676 3.86828  0.068
H 3.55674 7.85888 2.27937  0.095
H -5.62869 -6.01105 -1.45466  0.076
H 3.09433 7.10244 3.79955  0.110
H 4.99877 0.19318 -2.21565  0.064
H -4.09915 -5.32922 -1.01432  0.058
H 3.20332 -5.14633 1.58851  0.091
H -3.42549 5.97596 3.52448  0.103
H 2.20454 1.01974 -3.02938  0.095
H -6.78980 -1.10133 1.23555  0.067
H 1.24099 -3.33789 -3.73611  0.067
H 3.64027 -3.65243 -3.65924  0.058
H -0.30560 -6.01819 5.74069  0.141
H 0.61578 4.37434 0.15620  0.069
H -1.81432 4.27378 -3.41289  0.103
H 3.88888 -1.62486 -1.45367  0.108
H 2.93113 -7.46968 0.46863  0.103
H 3.84703 6.61471 -1.09098  0.069
H -0.14313 -5.15964 -1.17533  0.096
H 2.01898 3.64461 2.03581  0.047
H -0.01187 -5.40920 3.36302  0.105
H -3.72149 -1.52909 -5.15997  0.109
H -3.17473 -3.93907 -5.12810  0.147
H 5.98505 6.83213 2.79151  0.059
H 0.80893 -1.53534 -2.20801  0.102

## Properties
Net charge: 0
Total energy (Eh): -2137.99472
Largest force on an atom (eV/A): 2.329
ΔE to the lowest compared entry with this formula, charge and spin (eV): 1.474
Structure (SMILES): c1cc[nH]c1.c1cc[nH]c1.c1cc[nH]c1.c1cc[nH]c1.c1cc[nH]c1.c1cc[nH]c1.CCN(CC)CC.CCN(CC)CC.CCN(CC)CC
Spin multiplicity: 1